This record from the Open Molecules 2025 dataset describes C42H42EuO3P2 as an isolated structure. The level of theory is ωB97M-V with the def2-TZVPD basis set.

Properties
⟨S²⟩: 15.76
2S+1: 8
Molar mass: 808.71 g mol⁻¹
HOMO energy (spin up / spin down): -6.66 / -6.80 eV
HOMO-LUMO gap (spin up / spin down): 6.38 / 6.51 eV

CARTESIAN COORDINATES (ANGSTROEM)
1 Eu 0.42 -0.75 0.31
2 C -2.37 -0.06 0.83
3 C -2.44 -0.36 -0.48
4 C -2.75 0.59 -1.60
5 C -1.54 1.29 -2.28
6 C -0.44 1.75 -1.37
7 C -0.61 2.26 -0.13
8 C -1.91 2.49 0.58
9 C -2.45 1.31 1.44
10 C 2.48 0.30 -0.23
11 H -2.38 -0.88 1.57
12 H -2.33 -1.42 -0.80
13 H -3.46 1.36 -1.26
14 H -3.26 0.00 -2.39
15 H -1.11 0.60 -3.02
16 H -1.93 2.15 -2.86
17 H 0.57 1.77 -1.81
18 H 0.26 2.60 0.43
19 H -2.70 2.81 -0.13
20 H -1.74 3.32 1.29
21 H -1.91 1.30 2.40
22 H -3.49 1.53 1.72
23 H 3.07 -0.08 0.64
24 H 2.57 1.40 -0.29
25 H 2.85 -0.18 -1.16
26 P 0.14 -2.46 -9.45
27 P 2.20 0.49 -9.71
28 C -0.31 -0.82 -10.08
29 C 0.44 0.32 -10.06
30 C -0.77 -3.61 -10.55
31 C -1.95 -3.25 -11.23
32 C -2.60 -4.17 -12.05
33 C -2.09 -5.46 -12.20
34 C -0.92 -5.83 -11.53
35 C -0.26 -4.91 -10.72
36 C -0.89 -2.52 -7.91
37 C -0.50 -1.65 -6.87
38 C -1.23 -1.61 -5.68
39 C -2.35 -2.43 -5.52
40 C -2.74 -3.29 -6.55
41 C -2.00 -3.35 -7.73
42 C 2.75 1.29 -11.30
43 C 2.73 0.48 -12.45
44 C 3.09 1.00 -13.69
45 C 3.49 2.34 -13.80
46 C 3.52 3.15 -12.66
47 C 3.16 2.63 -11.42
48 C 2.26 1.91 -8.55
49 C 3.37 2.00 -7.69
50 C 3.47 3.06 -6.79
51 C 2.47 4.04 -6.74
52 C 1.37 3.95 -7.60
53 C 1.26 2.89 -8.50
54 H -1.33 -0.75 -10.47
55 H -0.04 1.25 -10.40
56 H -2.37 -2.26 -11.11
57 H -3.51 -3.88 -12.57
58 H -2.61 -6.18 -12.84
59 H -0.53 -6.84 -11.64
60 H 0.65 -5.20 -10.20
61 H 0.37 -1.00 -7.00
62 H -0.92 -0.93 -4.88
63 H -2.93 -2.39 -4.59
64 H -3.62 -3.93 -6.43
65 H -2.31 -4.03 -8.53
66 H 2.41 -0.56 -12.37
67 H 3.06 0.37 -14.58
68 H 3.78 2.75 -14.77
69 H 3.82 4.20 -12.75
70 H 3.19 3.27 -10.54
71 H 4.14 1.23 -7.73
72 H 4.34 3.13 -6.13
73 H 2.55 4.87 -6.04
74 H 0.59 4.72 -7.58
75 H 0.40 2.83 -9.17
76 O 0.62 2.28 4.32
77 C 0.59 1.21 5.12
78 C 0.64 1.40 6.52
79 C 0.60 0.29 7.35
80 C 0.52 -1.01 6.83
81 C 0.48 -1.19 5.45
82 C 0.53 -0.11 4.58
83 C 0.51 -0.30 3.13
84 O 0.37 -1.46 2.61
85 O 0.61 0.73 2.34
86 H 0.64 1.88 3.38
87 H 0.70 2.41 6.93
88 H 0.63 0.42 8.44
89 H 0.49 -1.87 7.50
90 H 0.41 -2.19 5.01